# 1
{
  "formula": "C9H15BCoF10NO6",
  "method": "ωB97M-V with the def2-TZVPD basis set",
  "species": ["Co", "C", "O", "O", "C", "F", "F", "F", "C", "C", "H", "H", "H", "H", "H", "H", "C", "O", "O", "C", "F", "F", "F", "C", "C", "H", "H", "H", "H", "H", "H", "B", "F", "F", "F", "F", "C", "N", "O", "O", "H", "H", "H"],
  "xyz": [[0.9185, 0.0915, -0.4913], [-0.1071, 2.6956, -0.8068], [0.4537, 1.9986, 0.3224], [-0.1149, 1.5886, -1.6612], [-1.4089, 3.5390, -0.3587], [-2.2199, 3.7720, -1.3579], [-2.1195, 2.8760, 0.4992], [-1.1704, 4.7028, 0.2423], [0.5247, 2.6061, 1.6550], [1.7158, 1.8896, 2.3567], [2.6559, 1.9188, 1.8059], [1.8847, 2.2792, 3.3606], [1.4878, 0.8313, 2.4837], [-0.4054, 2.4700, 2.2068], [0.7626, 3.6680, 1.7174], [0.6500, 3.4141, -1.1207], [0.9022, -2.5681, 0.3159], [0.4451, -1.9441, -0.9385], [1.4143, -1.4520, 0.9597], [-0.2484, -3.4996, 1.0242], [-1.5310, -2.9142, 0.9216], [-0.3627, -4.7104, 0.4841], [-0.0583, -3.6767, 2.3386], [-0.3716, -2.5839, -1.8802], [-0.4725, -1.6975, -3.1261], [-1.1528, -0.8759, -2.9021], [0.5122, -1.3666, -3.4561], [-0.9784, -2.1875, -3.9581], [-1.3591, -2.8026, -1.4738], [0.0046, -3.5295, -2.2706], [1.7560, -3.1892, 0.0451], [3.4509, 0.3167, -1.4468], [2.2730, -0.0793, -2.0181], [4.0645, 1.2192, -2.2213], [3.0887, 0.9241, -0.2801], [4.2747, -0.8060, -1.4445], [-3.3861, -0.5857, 1.4156], [-1.9121, -0.2267, 1.5424], [-1.5611, -0.0627, 2.7103], [-1.2273, -0.1549, 0.4977], [-3.4671, -1.5906, 1.8300], [-3.7436, -0.4332, 0.3973], [-3.8616, 0.1356, 2.0804]],
  "lowdin_charge": [0.907, -0.346, -0.204, -0.221, -0.638, 0.153, 0.173, 0.125, -0.200, -0.068, 0.060, 0.058, 0.067, 0.103, 0.101, 0.138, -0.325, -0.180, -0.208, -0.476, 0.064, 0.117, 0.128, -0.271, -0.065, 0.074, 0.076, 0.059, 0.111, 0.108, 0.139, -1.426, 0.136, 0.177, 0.167, 0.120, -0.036, -0.554, -0.158, -0.147, 0.048, 0.063, 0.049],
  "s_squared": 6.008,
  "orbital_gap_ev": [3.681, 7.233],
  "total_charge": -2,
  "e_homo_ev": [1.72, -1.85],
  "spin_multiplicity": 5,
  "lumo_energy_ha": [0.1984, 0.1979]
}

***

# 2
{
  "formula": "C41H40AsClN8O4RuS2",
  "method": "ωB97M-V with the def2-TZVPD basis set",
  "species": ["Ru", "Cl", "C", "C", "C", "C", "O", "C", "C", "N", "C", "C", "C", "C", "C", "C", "C", "C", "N", "C", "C", "H", "H", "H", "H", "H", "H", "H", "H", "H", "H", "O", "S", "O", "O", "S", "N", "N", "N", "C", "N", "N", "H", "H", "H", "C", "C", "C", "C", "C", "C", "As", "N", "C", "C", "C", "C", "C", "C", "C", "C", "C", "C", "C", "C", "C", "C", "C", "C", "C", "C", "H", "H", "H", "H", "H", "H", "H", "H", "H", "H", "H", "H", "H", "H", "H", "H", "H", "H", "H", "H", "H", "H", "H", "H", "H", "H", "H"],
  "xyz": [[-1.0739, 0.7294, -2.0091], [-5.9345, 3.8197, -6.3084], [-5.1576, 2.8520, -5.0753], [-5.5343, 1.5075, -4.9265], [-4.9491, 0.7287, -3.9695], [-3.9304, 1.2279, -3.0986], [-3.4072, 0.4655, -2.2171], [-3.5821, 2.6106, -3.2707], [-2.6604, 3.2567, -2.3984], [-1.9404, 2.6102, -1.5428], [-1.2188, 3.1913, -0.4856], [-1.1256, 4.5580, -0.2521], [-0.4049, 5.0171, 0.8408], [0.1125, 4.1061, 1.7363], [-0.0402, 2.7067, 1.5878], [0.3200, 1.9359, 2.7261], [-0.2077, 0.6243, 3.1261], [-0.6058, -0.3249, 1.9409], [-0.6173, 0.9355, -0.1249], [-0.6053, 2.2446, 0.3598], [-4.2048, 3.3923, -4.2629], [-6.2905, 1.0964, -5.5832], [-5.2285, -0.3112, -3.8570], [-2.6082, 4.3460, -2.4548], [-1.5935, 5.2580, -0.9290], [-0.2838, 6.0784, 1.0117], [0.6076, 4.4561, 2.6335], [0.8588, 2.4829, 3.4913], [0.4525, 0.1598, 3.8624], [-0.3652, -1.3488, 2.2295], [-3.9107, 4.4277, -4.3823], [-0.5655, 2.8334, -5.1093], [-0.1280, 1.5396, -4.6588], [0.6242, 0.7479, -5.6174], [-1.2874, 0.7001, -4.1325], [0.9320, 1.7048, -2.8977], [0.3084, -2.0626, -4.8199], [-0.6341, -2.0661, -3.8033], [-1.8614, -2.5179, -3.9529], [-2.3876, -2.2416, -2.7683], [-1.5071, -1.6689, -1.9428], [-0.3752, -1.5764, -2.6313], [-0.1918, -2.4197, -5.6269], [0.5388, -1.0734, -5.0152], [-3.4134, -2.4296, -2.5109], [2.3429, -6.9457, -0.0279], [2.0856, -5.4654, 0.0123], [3.0868, -4.5499, -0.2676], [2.8574, -3.1794, -0.2303], [4.0108, -2.2767, -0.5867], [1.5839, -2.6833, 0.1178], [1.5561, -0.7083, 0.0155], [-0.0732, -0.0895, 0.6403], [-2.0356, 0.0544, 2.2070], [-3.0788, 0.4511, 1.4382], [-3.9614, 1.4179, 1.9713], [-3.6249, 2.1105, 3.1652], [-2.5451, 1.7865, 3.9239], [-1.7357, 0.5922, 3.5706], [2.6447, -0.2070, 1.5923], [2.8135, -0.9123, 2.7876], [2.2296, -2.2731, 3.0647], [3.5762, -0.3485, 3.8126], [4.1766, 0.8907, 3.6895], [4.9671, 1.4921, 4.8176], [4.0093, 1.5767, 2.4943], [3.2592, 1.0558, 1.4494], [3.1269, 1.8943, 0.2035], [0.5474, -3.6023, 0.3483], [-0.8854, -3.2548, 0.6584], [0.8288, -4.9668, 0.3037], [3.3772, -7.1576, -0.2976], [1.6988, -7.4390, -0.7579], [2.1475, -7.4072, 0.9420], [4.0753, -4.9061, -0.5374], [4.8404, -2.8708, -0.9692], [4.3740, -1.7076, 0.2712], [3.7364, -1.5545, -1.3609], [-3.1734, 0.1571, 0.3980], [-4.8140, 1.7416, 1.3917], [-4.2423, 2.9524, 3.4561], [-2.3064, 2.3581, 4.8126], [-1.8261, -0.1747, 4.3564], [1.2569, -2.4252, 2.6090], [2.1290, -2.4153, 4.1415], [2.8767, -3.0667, 2.6827], [3.6888, -0.9035, 4.7388], [5.1666, 0.7563, 5.5963], [4.4245, 2.3223, 5.2750], [5.9225, 1.8838, 4.4659], [4.4720, 2.5501, 2.3691], [3.7808, 2.7636, 0.2711], [2.1073, 2.2634, 0.0745], [3.3791, 1.3449, -0.7035], [-1.1290, -2.2227, 0.4547], [-1.1188, -3.4824, 1.7029], [-1.5431, -3.8690, 0.0416], [0.0143, -5.6599, 0.4934]],
  "lowdin_charge": [1.180, 0.601, -0.678, -0.115, -0.012, -0.389, -0.157, -0.152, -0.067, -0.031, -0.226, -0.024, -0.097, -0.053, -0.163, 0.016, -0.168, -0.262, -0.212, -0.171, -0.070, 0.097, 0.106, 0.125, 0.098, 0.095, 0.104, 0.107, 0.127, 0.107, 0.113, -0.368, 0.107, -0.410, -0.543, 0.321, 0.147, -0.277, 0.144, -0.205, -0.033, 0.008, 0.095, 0.050, 0.110, -0.057, -0.276, -0.026, -0.298, -0.083, -0.292, 1.388, -0.303, -0.120, -0.037, -0.056, -0.105, -0.044, -0.189, -0.271, -0.271, -0.044, -0.028, -0.275, -0.056, -0.025, -0.285, -0.083, -0.272, -0.076, -0.027, 0.069, 0.078, 0.077, 0.109, 0.074, 0.072, 0.065, 0.095, 0.094, 0.095, 0.100, 0.150, 0.045, 0.079, 0.090, 0.110, 0.070, 0.079, 0.076, 0.115, 0.078, 0.054, 0.051, 0.026, 0.087, 0.078, 0.120],
  "s_squared": 8.833,
  "relative_energy_kcal_mol": 52.33,
  "orbital_gap_ev": [6.196, 6.481],
  "total_charge": -1,
  "e_homo_ev": [-3.91, -4.94],
  "spin_multiplicity": 6,
  "lumo_energy_ha": [0.0839, 0.0568]
}

***

# 3
{
  "formula": "C6H14N2O",
  "method": "ωB97M-V with the def2-TZVPD basis set",
  "species": ["C", "C", "N", "N", "C", "C", "C", "C", "O", "H", "H", "H", "H", "H", "H", "H", "H", "H", "H", "H", "H", "H", "H"],
  "xyz": [[-0.7566, 2.1442, 0.8335], [-1.4214, 1.0135, 0.0427], [-0.5575, 0.1599, -0.7507], [0.0482, 0.9035, -1.7896], [0.3216, -0.8108, -0.0922], [-0.4979, -1.7347, 0.8232], [1.5306, -0.2495, 0.6713], [0.7936, -1.7348, -1.2090], [1.8969, -2.1825, -1.3366], [-0.1345, 1.7637, 1.6384], [-1.5278, 2.7751, 1.2685], [-0.1475, 2.7564, 0.1737], [-1.9977, 0.3768, 0.7144], [-2.1122, 1.4579, -0.6786], [0.9464, 1.3086, -1.5183], [0.2027, 0.2977, -2.5900], [-0.7878, -1.2125, 1.7308], [-1.3915, -2.0770, 0.3078], [0.1039, -2.5968, 1.1031], [2.2984, -1.0182, 0.7273], [1.9577, 0.6108, 0.1588], [1.2570, 0.0455, 1.6801], [-0.0245, -1.9968, -1.9082]],
  "lowdin_charge": [-0.081, -0.236, -0.211, 0.058, -0.516, -0.024, -0.022, -0.238, 0.079, 0.053, 0.070, 0.065, 0.102, 0.113, 0.076, 0.079, 0.082, 0.091, 0.095, 0.083, 0.076, 0.072, 0.137],
  "relative_energy_kcal_mol": 52.15,
  "orbital_gap_ev": 9.717,
  "smiles": "CCN(N)C(C)(C)C=O",
  "e_homo_ev": -8.84,
  "spin_multiplicity": 1,
  "lumo_energy_ha": 0.0321
}

***

# 4
{
  "formula": "CH4N6O",
  "method": "ωB97M-V with the def2-TZVPD basis set",
  "species": ["N", "N", "C", "N", "N", "O", "N", "N", "H", "H", "H", "H"],
  "xyz": [[2.2594, 0.0579, 0.2973], [1.3363, 0.7144, -0.5229], [0.1977, 0.2928, -0.7054], [-0.5854, 1.0071, -1.7716], [-1.6536, 0.3627, -1.8830], [-1.6482, -0.6126, -0.9650], [-0.5425, -0.8053, -0.0399], [-1.1092, -0.5935, 1.1751], [1.8147, -0.0374, 1.1906], [3.2354, 0.5632, 0.5034], [-1.8177, -1.2789, 1.4541], [-1.4870, 0.3296, 1.2674]],
  "lowdin_charge": [0.007, 0.012, -0.356, 0.091, 0.025, -0.154, -0.070, 0.053, 0.050, 0.145, 0.109, 0.087],
  "relative_energy_kcal_mol": 83.49,
  "orbital_gap_ev": 9.723,
  "smiles": "N/N=c1/nnon1N",
  "e_homo_ev": -9.42,
  "spin_multiplicity": 1,
  "lumo_energy_ha": 0.0112
}

***

What is the formula in the third record? C6H14N2O